The molecule C22H32N2O4. Source: the Open Molecules 2025 dataset; level of theory: ωB97M-V/def2-TZVPD.

```
60
Properties=species:S:1:pos:R:3:forces:R:3:nbo_charge:R:1
C -8.605245 -2.690714 0.045158 0.4 0.3 0.0 -0.62
C -7.675855 -1.495365 -0.105353 -0.7 0.0 0.0 -0.05
O -6.353711 -2.003665 -0.162458 0.2 0.0 -0.1 -0.50
C -5.267246 -1.190348 -0.141400 0.2 0.0 0.1 0.27
C -4.061820 -1.861337 0.061830 -0.2 0.1 0.0 -0.25
C -2.849580 -1.205433 0.095998 0.0 0.2 -0.1 -0.19
C -2.819484 0.173040 -0.072983 -0.4 -0.1 0.1 -0.16
C -4.017433 0.855546 -0.264753 0.1 0.0 0.0 -0.26
C -5.242051 0.209383 -0.313103 -0.1 -0.1 0.0 0.29
O -6.430562 0.853096 -0.549825 0.2 -0.4 0.0 -0.52
C -6.482587 2.265997 -0.521096 0.0 0.4 0.1 -0.06
C -6.357440 2.838795 0.887145 0.0 -0.3 -0.3 -0.64
H -6.478658 3.917895 0.852271 0.0 0.1 0.0 0.22
H -5.385651 2.608145 1.315971 0.1 0.0 0.1 0.22
H -7.128148 2.417471 1.528518 -0.1 0.0 0.1 0.21
H -5.725519 2.697313 -1.186605 -0.1 -0.1 0.0 0.17
H -7.470494 2.497083 -0.930644 0.2 0.0 0.0 0.19
H -3.945816 1.924736 -0.384144 -0.1 0.1 0.0 0.24
C -1.581950 0.995235 -0.018639 0.2 0.0 -0.2 0.67
O -1.597563 2.186504 0.249383 -0.1 0.2 0.0 -0.64
N -0.435690 0.351365 -0.336698 0.3 -0.4 0.0 -0.61
H -0.403770 -0.657810 -0.408033 -0.1 0.2 0.0 0.42
C 0.852112 0.960439 -0.134032 -0.2 0.0 0.0 -0.32
C 1.817834 -0.118081 0.354533 -0.3 0.3 0.0 0.68
O 1.458983 -1.284046 0.391680 -0.1 -0.3 -0.1 -0.65
N 3.045772 0.275699 0.735276 0.2 -0.1 0.2 -0.43
C 3.597380 1.606490 0.627792 0.0 0.3 -0.3 -0.21
H 2.824147 2.325451 0.366605 0.0 0.0 0.1 0.22
C 4.718916 1.624105 -0.414018 0.1 0.0 0.4 -0.40
C 5.797868 0.604812 -0.045823 -0.2 0.0 -0.6 -0.22
C 6.918622 0.558975 -1.083659 0.1 0.0 0.4 -0.39
C 7.973253 -0.470012 -0.686561 -0.1 -0.1 -0.3 -0.39
C 7.341845 -1.849884 -0.526711 0.1 0.1 0.3 -0.39
C 6.217362 -1.809396 0.504291 -0.1 0.0 -0.4 -0.39
C 5.162046 -0.781207 0.102523 0.1 0.1 0.6 -0.23
C 4.025996 -0.718645 1.126733 0.0 -0.4 -0.2 -0.21
H 3.514258 -1.679617 1.196813 0.1 0.1 0.1 0.25
H 4.424502 -0.452395 2.112238 0.0 0.0 0.0 0.19
H 4.733242 -1.074427 -0.862220 0.0 0.0 -0.1 0.20
H 5.756098 -2.794730 0.592992 0.0 0.0 0.1 0.21
H 6.628649 -1.543056 1.481021 0.0 0.0 0.1 0.19
H 8.100205 -2.572117 -0.218854 0.0 -0.1 -0.1 0.21
H 6.939160 -2.177038 -1.487770 0.0 -0.1 -0.1 0.19
H 8.758750 -0.506059 -1.443729 0.1 0.0 0.1 0.21
H 8.433350 -0.170719 0.257993 0.1 0.0 0.0 0.19
H 7.376649 1.546170 -1.176163 0.0 0.1 -0.1 0.21
H 6.499703 0.292662 -2.056829 -0.1 0.0 -0.1 0.20
H 6.231261 0.891662 0.919927 0.0 0.0 0.1 0.19
H 5.147281 2.626138 -0.468936 0.0 0.1 0.0 0.21
H 4.303873 1.377923 -1.393901 0.0 0.0 -0.1 0.20
H 4.008644 1.883949 1.606256 -0.1 0.1 0.0 0.19
H 1.225958 1.386040 -1.075176 0.1 0.1 0.2 0.21
H 0.735954 1.768986 0.595134 0.1 -0.1 -0.1 0.24
H -1.951988 -1.772832 0.288610 0.1 -0.1 0.0 0.21
H -4.114882 -2.929980 0.199242 0.0 -0.1 0.0 0.23
H -7.784524 -0.819849 0.750705 0.0 0.0 -0.1 0.17
H -7.912028 -0.941764 -1.020373 0.1 -0.1 0.2 0.18
H -8.484345 -3.362784 -0.799954 0.0 -0.1 -0.1 0.21
H -9.636668 -2.352732 0.088253 -0.1 0.0 0.0 0.21
H -8.368936 -3.235087 0.955530 0.0 -0.1 0.1 0.21
```
Forces are in eV/Å.

Results
energy above the lowest of the compared OMol25 structures with the same formula, charge and spin: 1.428 eV
HOMO level: -0.2952 hartree

***

The molecule C22H32N2O5. Source: the Open Molecules 2025 dataset; level of theory: ωB97M-V/def2-TZVPD.

```
61
Properties=species:S:1:pos:R:3:forces:R:3:nbo_charge:R:1
C 3.948827 -0.836266 6.367348 0.1 0.1 0.1 -0.25
H 3.927214 0.234706 6.606316 0.0 0.0 0.0 0.17
O 2.689505 -1.289084 5.940827 -0.3 -0.2 -0.1 -0.54
C 1.689663 -1.125781 6.922790 0.0 0.0 0.2 -0.15
H 1.513306 -0.056105 7.128079 0.0 -0.1 0.0 0.18
C 0.382331 -1.789966 6.485140 0.4 0.2 0.2 0.66
O -0.145521 -2.625081 7.195832 0.0 -0.3 0.3 -0.63
N -0.168228 -1.370519 5.330349 -0.3 0.0 -0.2 -0.43
C 0.405756 -0.452676 4.376968 0.4 0.2 -0.3 -0.21
H -0.378717 0.248186 4.068066 0.1 0.0 0.1 0.20
C 0.906044 -1.218624 3.150926 -0.3 0.2 -0.1 -0.44
H 1.694956 -1.905848 3.457829 0.1 0.0 0.0 0.23
H 1.314620 -0.511467 2.427935 0.1 0.0 0.0 0.22
C -0.247443 -2.013547 2.523874 0.5 -0.5 0.1 0.10
C -0.909032 -2.900168 3.583521 -0.1 0.4 -0.2 -0.42
C -1.320423 -2.070495 4.799460 -0.2 -0.4 0.1 -0.23
H -2.075079 -1.336065 4.504734 0.0 0.0 0.1 0.20
H -1.717592 -2.711560 5.587322 0.0 0.1 -0.1 0.25
H -0.200139 -3.669649 3.891084 0.0 0.0 0.0 0.22
H -1.788622 -3.380893 3.155179 0.0 -0.1 0.0 0.22
O -1.258227 -1.150153 2.025547 -0.2 0.1 0.0 -0.51
C -1.071513 -0.466117 0.866081 -0.1 0.2 -0.2 0.31
C 0.015875 -0.597973 0.007286 0.1 -0.2 0.3 -0.26
C 0.070187 0.145823 -1.158523 -0.3 0.2 -0.1 -0.19
C -0.945948 1.033116 -1.487159 0.2 0.0 0.2 -0.16
C -2.021474 1.180423 -0.618002 0.1 0.0 -0.1 -0.15
C -2.089910 0.431846 0.536540 0.1 -0.1 0.1 -0.26
H -2.925131 0.527167 1.212555 -0.1 0.0 0.1 0.22
H -2.803963 1.885177 -0.855256 -0.1 0.1 0.0 0.22
C -0.814149 1.912060 -2.688423 0.0 0.0 0.1 0.69
O -0.681042 3.120320 -2.564408 -0.1 0.2 0.2 -0.64
N -0.819207 1.303624 -3.895288 0.0 0.1 -0.2 -0.44
C -1.095995 -0.096663 -4.112839 -0.4 -0.4 0.0 -0.22
C -2.240844 -0.254893 -5.114498 0.3 -0.1 -0.1 -0.40
C -1.891588 0.444357 -6.423763 -0.2 0.1 0.1 -0.40
C -1.584200 1.914457 -6.150303 0.2 -0.1 0.0 -0.40
H -1.259829 2.413059 -7.064964 0.0 0.1 0.0 0.21
H -2.495749 2.405693 -5.803180 0.0 0.1 0.0 0.21
C -0.506926 2.087820 -5.075825 0.3 0.5 -0.1 -0.09
C 0.903142 1.732378 -5.602152 -0.2 0.0 0.0 -0.07
O 1.881033 1.656044 -4.597578 0.0 -0.2 0.0 -0.54
C 2.260488 2.898239 -4.044655 0.0 0.1 0.1 -0.26
H 3.109792 2.691293 -3.396211 0.0 0.1 0.0 0.19
H 2.565947 3.597419 -4.832204 0.0 0.0 0.0 0.16
H 1.458399 3.349268 -3.453650 0.0 0.0 0.0 0.20
H 1.185978 2.474944 -6.363976 0.0 -0.1 0.0 0.17
H 0.901707 0.743307 -6.065580 0.0 0.1 -0.1 0.18
H -0.497704 3.132289 -4.744976 0.0 -0.2 -0.1 0.25
H -1.029985 -0.044299 -6.881884 0.0 -0.1 -0.1 0.19
H -2.725357 0.369575 -7.124170 0.1 0.0 -0.1 0.21
H -2.427960 -1.316100 -5.283855 0.0 0.0 0.0 0.21
H -3.145765 0.189086 -4.694229 -0.1 0.0 0.1 0.20
H -1.366839 -0.557637 -3.162254 0.1 0.0 -0.2 0.23
H -0.196866 -0.593756 -4.494708 0.0 -0.1 0.1 0.19
H 0.921592 0.044617 -1.816025 0.1 0.0 -0.1 0.22
H 0.826973 -1.273626 0.229070 0.1 -0.1 0.1 0.21
H 0.129854 -2.651521 1.711200 -0.1 0.1 0.1 0.18
H 1.225224 0.105237 4.821363 -0.1 0.0 0.0 0.23
H 1.991025 -1.608503 7.862601 -0.1 0.1 -0.2 0.20
H 4.636997 -1.010363 5.542632 0.1 0.0 0.1 0.20
H 4.290532 -1.386134 7.252084 0.0 0.0 0.0 0.17
```
Forces are in eV/Å.

Results
energy above the lowest of the compared OMol25 structures with the same formula, charge and spin: 2.613 eV
HOMO level: -0.3146 hartree

***

A structure of composition C22H32N2OSbSi2Sn. Source: the Open Molecules 2025 dataset; level of theory: ωB97M-V/def2-TZVPD.

```
61
Properties=species:S:1:pos:R:3:forces:R:3:nbo_charge:R:1
Sn 0.239300 0.244100 -0.738100 0.0 0.6 0.1 0.47
O -0.065300 1.742900 0.888500 0.1 -1.2 -0.2 -0.81
C -0.117000 2.971900 0.485600 -0.1 0.6 0.0 0.38
C 1.051600 3.754100 0.446700 0.2 -0.1 0.0 -0.24
C 1.041600 5.094200 0.154100 0.0 0.2 -0.1 -0.21
C -0.155700 5.728800 -0.151900 0.0 0.3 0.0 -0.29
C -1.312800 4.979300 -0.185000 0.0 0.1 0.0 -0.18
C -1.323500 3.619200 0.119100 0.4 0.2 -0.1 -0.20
C -2.572800 2.892800 0.078400 -0.4 -0.2 0.1 0.36
N -2.756400 1.617100 -0.171600 0.4 -0.1 0.1 -0.45
C -4.092100 1.394800 -0.087300 -0.4 0.2 0.0 -0.09
C -4.748200 2.551500 0.208800 -0.3 -0.1 0.0 -0.12
N -3.773300 3.507400 0.309900 0.1 0.1 0.0 -0.53
H 1.973100 3.242800 0.660000 0.2 0.0 0.1 0.21
H 1.970300 5.652800 0.152700 0.0 0.0 0.0 0.20
H -0.182200 6.788200 -0.370100 0.0 0.0 -0.1 0.20
H -2.234100 5.463500 -0.489300 -0.1 0.0 0.0 0.18
H -4.497400 0.416700 -0.243500 -0.2 -0.2 0.0 0.20
H -5.787300 2.773000 0.354200 -0.1 0.0 0.0 0.20
H -3.908700 4.474100 0.560800 0.1 -0.2 0.0 0.41
C 3.446700 1.008500 1.322100 -0.5 0.2 -0.4 -1.08
Si 2.875900 0.421500 -0.431400 1.2 -0.1 0.5 1.00
C 4.030300 1.368600 -1.670500 -0.7 -0.3 0.3 -1.09
C 3.614500 -1.351900 -0.286800 -0.3 0.5 -0.4 -0.41
C 4.968400 -1.588800 -0.486300 0.2 0.1 -0.1 -0.21
C 5.521400 -2.839000 -0.271000 0.2 0.0 0.0 -0.23
C 4.711500 -3.872600 0.165400 0.1 -0.2 0.0 -0.25
C 3.361900 -3.645400 0.367200 -0.1 -0.2 0.1 -0.15
C 2.791900 -2.399700 0.136500 -0.4 0.4 0.2 -0.45
Si 0.889800 -2.114300 0.226300 0.5 -1.4 -0.1 0.98
C 0.320800 -3.332600 1.606800 -0.1 0.7 -0.1 -1.08
C 0.452600 -3.130000 -1.361000 -0.2 0.6 0.2 -1.09
H 4.515500 1.200200 1.374400 0.2 -0.1 -0.2 0.21
H 3.205200 0.232300 2.042500 -0.1 -0.2 0.1 0.23
H 2.931500 1.904300 1.646500 -0.1 0.2 0.2 0.22
H 5.032300 1.519700 -1.284000 0.2 0.0 0.2 0.21
H 3.617900 2.346700 -1.899000 -0.1 0.2 0.0 0.23
H 4.112900 0.823800 -2.605700 0.0 -0.1 -0.2 0.22
H 5.604700 -0.775600 -0.813200 0.1 0.0 0.0 0.19
H 6.582100 -3.001700 -0.429000 0.0 0.0 0.0 0.19
H 5.133300 -4.854800 0.339700 0.0 -0.1 0.0 0.19
H 2.737800 -4.460400 0.703700 -0.1 -0.2 0.1 0.18
H 0.520300 -4.357200 1.309400 0.1 -0.2 -0.2 0.22
H -0.746900 -3.248100 1.778100 -0.2 0.0 0.1 0.22
H 0.823700 -3.145800 2.548500 0.1 0.1 0.2 0.22
H 0.625200 -4.190900 -1.216800 0.1 -0.3 0.1 0.22
H 1.072000 -2.802200 -2.189900 0.1 0.1 -0.2 0.22
H -0.585600 -2.990800 -1.651700 -0.2 0.0 -0.1 0.21
C -5.313500 -3.251900 0.168700 0.4 -0.1 0.0 -0.99
Sb -3.140900 -3.037700 -0.051700 -0.7 0.3 -0.1 0.97
C -2.994200 -1.550900 1.507900 0.0 -0.3 -0.1 -0.99
C -3.315800 -1.623600 -1.686800 0.1 -0.3 0.2 -0.99
H -5.779400 -2.276300 0.264300 0.0 0.2 0.0 0.21
H -5.534200 -3.833400 1.058700 0.0 -0.1 0.1 0.21
H -5.737700 -3.764800 -0.690100 0.0 -0.1 -0.1 0.21
H -3.959700 -1.085500 1.681100 -0.1 0.1 0.0 0.22
H -2.275200 -0.800200 1.203000 0.1 0.2 0.0 0.25
H -2.646100 -2.012500 2.427100 0.0 -0.1 0.1 0.22
H -4.353000 -1.348000 -1.843400 -0.2 0.0 0.0 0.21
H -2.931700 -2.063800 -2.602000 0.1 0.0 -0.1 0.22
H -2.732300 -0.741200 -1.444900 0.1 0.1 0.0 0.25
```
Forces are in eV/Å.

Results
charge: -1
HOMO level: -0.1447 hartree

***

| no. | Kohn-Sham gap (eV) |
| --- | --- |
| 1 | 8.8769 |
| 2 | 9.2628 |
| 3 | 6.7190 |